Record 1
C7H10 | ωB97M-V/def2-TZVPD

Each line ends with the Mulliken charge.
Positions of all 17 atoms, in Å:
C (0.85, -1.24, -0.73)  -0.710
C (-0.23, -0.29, -0.27)  0.107
C (0.58, 0.18, 0.90)  -0.328
H (-1.90, 1.53, 0.65)  0.303
H (-3.27, 0.43, 0.34)  0.290
C (-2.40, 0.91, -0.11)  -1.141
H (0.51, -2.28, -0.70)  0.292
H (0.19, 0.39, 1.90)  0.404
H (-2.73, 1.58, -0.91)  0.301
H (2.56, 1.05, 1.25)  0.254
H (-1.85, -0.71, -1.50)  0.362
C (1.93, 0.67, 0.45)  -0.546
H (2.24, -1.47, 1.12)  0.360
H (1.29, -1.04, -1.72)  0.251
C (-1.47, -0.10, -0.68)  -0.104
C (1.68, -0.80, 0.49)  -0.280
H (2.02, 1.21, -0.49)  0.185

Output
ΔE to the lowest compared entry with this formula, charge and spin	2.073	eV
HOMO energy	-0.3133	hartree

***

Record 2
C7H10 | ωB97M-V/def2-TZVPD

Each line ends with the Mulliken charge.
Positions of all 17 atoms, in Å:
H (2.72, 1.03, 1.47)  0.206
H (1.44, 0.99, 2.77)  0.227
C (1.32, -0.68, 1.22)  -0.690
H (-0.03, -1.47, -0.86)  0.182
C (1.73, 0.69, 1.77)  -0.476
H (-0.31, 2.24, 0.10)  0.393
H (-2.15, -0.81, 0.10)  0.246
C (0.74, 0.57, 0.70)  0.197
H (0.65, -1.29, 1.82)  0.217
C (-0.91, 0.54, -1.16)  0.033
H (-1.08, 1.20, -2.01)  0.422
C (-1.98, -0.48, -0.93)  -0.610
H (2.05, -1.26, 0.66)  0.265
H (-2.89, -0.44, -1.53)  0.260
C (-0.14, 1.18, -0.06)  -0.514
C (-0.67, -0.89, -1.52)  -0.622
H (-0.56, -1.14, -2.57)  0.262

Output
ΔE to the lowest compared entry with this formula, charge and spin	2.644	eV
HOMO energy	-0.3250	hartree

***

Record 3
C7H10 | ωB97M-V/def2-TZVPD

Each line ends with the Mulliken charge.
Positions of all 17 atoms, in Å:
C (0.01, 1.21, 0.46)  0.171
H (-0.05, -0.56, 1.71)  0.323
C (-1.71, -1.76, -0.48)  -0.038
C (0.13, 0.51, 1.79)  -1.516
H (1.97, -0.80, -1.64)  0.360
H (0.07, 2.29, 0.52)  0.392
H (0.42, -1.48, -1.15)  0.208
H (1.14, 0.66, 2.20)  0.342
C (-0.96, 0.74, -0.61)  -0.375
H (-1.50, 1.50, -1.17)  0.413
C (0.57, 0.63, -0.81)  -0.001
H (1.60, -1.08, 0.08)  0.268
C (-1.58, -0.56, -0.50)  -0.449
H (-1.81, -2.82, -0.42)  0.370
C (1.19, -0.75, -0.88)  -1.230
H (0.95, 1.35, -1.54)  0.382
H (-0.59, 0.92, 2.50)  0.378

Output
ΔE to the lowest compared entry with this formula, charge and spin	2.660	eV
HOMO energy	-0.3417	hartree